No. 1
The following is a quantum chemistry calculation of one molecule with the formula C5H6O2S2, from OMol25.

Results
HOMO   -9.106 eV

ORCA input file:
```
! RIJCOSX wB97M-V def2-TZVPD def2/J DEFGRID3
* xyz 0 1
C 0.92501 -1.53259 0.10328
C 1.04674 -0.11834 0.31960
C -0.24739 0.77266 0.28413
C -0.47936 -2.14874 -0.03935
C -1.50296 0.00272 -0.19966
O 1.88565 -2.21798 -0.05870
O -1.12825 -0.98539 2.28834
S -1.13403 -1.20037 -1.51642
S -1.72104 -1.39368 1.02922
H 1.42518 0.03797 1.30944
H 1.72648 0.42902 -0.36549
H -0.67118 0.90759 1.29269
H -0.01156 1.68276 -0.24105
H -0.57820 -3.17838 -0.35159
H -2.20989 0.72680 -0.34434
*
```

No. 2
The following is a quantum chemistry calculation of C34H29AsN4O4PtS as an isolated structure, from OMol25.

Results
HOMO   -7.251 eV

ORCA input file:
```
! RIJCOSX wB97M-V def2-TZVPD def2/J DEFGRID3
* xyz 0 1
Pt 1.72553 -0.66065 0.76044
C 4.88689 -3.55342 0.61066
C 3.68593 -2.71719 0.89914
N 3.49094 -1.54617 0.38070
N 4.39138 -1.05318 -0.48768
C 4.16511 0.21150 -0.79303
N 5.00078 0.75959 -1.70411
S 2.98789 1.24886 -0.04969
C 2.67088 -3.12609 1.84988
C 2.74901 -4.31129 2.57601
C 1.79325 -4.59653 3.52771
C 0.78032 -3.67614 3.75197
C 0.73957 -2.53140 2.98588
N 1.64211 -2.25965 2.03389
H 5.59957 -2.97645 0.03294
H 4.61215 -4.44029 0.03329
H 5.35723 -3.88470 1.53840
H 5.47399 0.09446 -2.29677
H 4.67114 1.59308 -2.15860
H 3.56507 -4.99296 2.38487
H 1.84187 -5.51692 4.09434
H 0.02065 -3.83624 4.50452
H -0.02558 -1.78492 3.14223
O 2.21076 -0.60040 -2.86165
C 1.12532 -0.15722 -2.48965
O 0.54996 -0.35955 -1.36321
C 0.31288 0.73708 -3.40635
C -0.80423 0.25142 -4.06979
C -1.60758 1.08395 -4.86046
C -1.24389 2.40386 -4.93616
O -1.85076 3.42353 -5.63675
C -1.14273 4.60955 -5.28668
O 0.00922 4.23369 -4.53257
C -0.12860 2.88782 -4.28166
C 0.67783 2.08425 -3.51860
H -1.06676 -0.79460 -3.96337
H -2.47800 0.70805 -5.38355
H -1.78427 5.24911 -4.67366
H -0.82791 5.12237 -6.19435
H 1.55021 2.47138 -3.00488
C -1.69963 0.84759 5.53696
C -2.62709 0.28035 4.67447
C -2.30100 0.06670 3.34033
C -1.04173 0.41929 2.86657
C -0.11116 0.98380 3.73717
C -0.44102 1.20183 5.06703
As -0.49108 0.19862 1.01595
C -1.09089 1.88576 0.28502
C -0.25064 2.74636 -0.40289
C -0.73983 3.95353 -0.88859
C -2.06730 4.29713 -0.69236
C -2.91430 3.43253 -0.00932
C -2.42675 2.23232 0.48185
C -1.78942 -1.04938 0.31331
C -2.41306 -0.78423 -0.90079
C -3.29296 -1.70879 -1.44329
C -3.54995 -2.90265 -0.78290
C -2.92407 -3.17280 0.42528
C -2.04536 -2.24672 0.97175
H -1.95645 1.01371 6.57609
H -3.60814 0.00197 5.03846
H -3.03025 -0.37846 2.67410
H 0.87819 1.24296 3.37546
H 0.28593 1.64323 5.73742
H 0.77009 2.46559 -0.59999
H -0.08186 4.61540 -1.43967
H -2.44749 5.23654 -1.07535
H -3.95520 3.69234 0.13792
H -3.09245 1.56198 1.01189
H -2.18748 0.12670 -1.43856
H -3.76835 -1.49925 -2.39318
H -4.23436 -3.62432 -1.21237
H -3.11605 -4.10507 0.94316
H -1.56604 -2.47210 1.91539
*
```

No. 3
The following is a quantum chemistry calculation of C30H36BeN5O2 as an isolated structure, from OMol25.

Results
HOMO   -11.323 eV

ORCA input file:
```
! RIJCOSX wB97M-V def2-TZVPD def2/J DEFGRID3
* xyz 1 1
Be -0.74980 2.10178 -2.00195
C -0.84337 0.79919 1.57794
C 0.31439 0.98607 0.55490
O -0.07600 1.30711 -0.73980
H -0.39530 0.43257 2.50148
H -1.59001 0.11201 1.17993
H -1.26402 1.72307 1.97491
H 0.75797 0.00899 0.36343
H 1.02348 1.67708 1.01073
N -1.68320 0.43332 -2.53556
C -1.68866 0.22154 -3.89183
C -1.52955 -1.00643 -4.46262
C -1.19332 -2.14039 -3.69909
C -1.09670 -1.92006 -2.32694
C -1.52820 -0.67226 -1.81461
H -1.78695 1.06182 -4.56315
H -1.52595 -1.26350 -5.51157
H -0.96103 -3.06659 -4.20365
H -0.72021 -2.64769 -1.62322
H -1.40904 -0.40340 -0.77542
N 0.49696 -1.84546 4.52661
C 0.29060 -1.64793 3.13522
C 1.29689 -1.92205 2.24462
C 2.62995 -2.17084 2.64992
C 2.88722 -2.36786 4.04164
C 1.77930 -2.18826 4.91445
H -0.72485 -1.60657 2.76976
H 1.14773 -1.86051 1.17675
H 3.34550 -2.40588 1.87588
H 3.82937 -2.74417 4.41195
H 1.85896 -2.42037 5.96620
N 3.76271 2.83863 2.61451
C 2.74831 1.92762 2.63749
C 2.94606 0.59908 3.09633
C 4.15272 0.31140 3.71885
C 5.23519 1.14461 3.62497
C 4.97748 2.44159 3.10868
H 1.90609 2.07565 1.97783
H 2.21434 -0.19390 3.04965
H 4.30903 -0.68995 4.09203
H 6.11199 0.71449 4.08605
H 5.72090 3.22154 3.03493
N -2.36370 2.02756 -1.44581
C -3.41750 2.12045 -2.30267
C -4.75437 1.89626 -1.89887
C -5.07172 1.50109 -0.65929
C -4.03683 1.26421 0.16453
C -2.72353 1.57941 -0.22524
H -3.19439 2.11696 -3.35937
H -5.51769 1.96551 -2.65977
H -6.07344 1.26552 -0.33148
H -4.33810 0.90089 1.13595
H -1.90630 1.52084 0.47839
N 0.40759 1.02361 -2.73313
C 1.57310 0.74475 -2.12030
C 2.75491 0.81584 -2.74127
C 2.77712 1.08762 -4.12930
C 1.57394 1.47884 -4.77740
C 0.37484 1.34921 -4.03119
H 1.52276 0.36117 -1.11197
H 3.66344 0.54951 -2.22161
H 3.73898 1.10513 -4.62014
H 1.60593 1.97346 -5.73695
H -0.48722 1.55838 -4.64722
C -3.07898 -1.09062 0.94024
C -2.47644 -2.37059 0.37018
O -3.17763 -3.15755 -0.20321
C -0.97790 -2.54752 0.50460
H -2.59934 -0.72655 1.84881
H -4.14807 -1.26457 1.06225
H -2.97203 -0.26735 0.23393
H -0.41350 -1.81549 -0.07306
H -0.69358 -3.48270 0.02221
H -0.54733 -2.43837 1.49999
*
```

No. 4
The following is a quantum chemistry calculation of CH4InO as an isolated structure, from OMol25.

Results
HOMO (alpha / beta)   -21.123 / -21.096 eV

ORCA input file:
```
! RIJCOSX wB97M-V def2-TZVPD def2/J DEFGRID3
* xyz 2 2
In -1.79286 2.22638 1.83847
C 0.28428 -0.70984 -0.29776
O -0.02820 0.52611 0.16972
H 0.09491 -1.49611 0.43299
H -0.33216 -0.96110 -1.16088
H 1.34976 -0.68118 -0.52589
H 0.42429 1.09574 -0.45668
*
```

No. 5
The following is a quantum chemistry calculation of one molecule with the formula C5H4N2O, from OMol25.

Results
HOMO   -9.599 eV
SMILES   Cc1nc(C#N)co1

ORCA input file:
```
! RIJCOSX wB97M-V def2-TZVPD def2/J DEFGRID3
* xyz 0 1
C -0.64350 2.03688 -0.19436
C -0.28352 0.57367 0.00022
C 0.58742 -1.32273 -0.22222
C -0.43147 -1.51634 0.61536
C 1.65265 -2.11390 -0.69581
H 0.05140 2.68309 -0.93014
H -1.58589 2.25789 -0.48678
H -0.66938 2.46717 0.75845
H -1.05874 -2.24186 1.40642
N 0.60521 -0.06839 -0.64347
N 2.91395 -2.46550 -0.39813
O -1.13813 -0.28999 0.79046
*
```

No. 6
The following is a quantum chemistry calculation of one molecule with the formula C2HNO3S, from OMol25.

Results
HOMO   -9.863 eV
SMILES   O=C=NC(=O)SO

ORCA input file:
```
! RIJCOSX wB97M-V def2-TZVPD def2/J DEFGRID3
* xyz 0 1
C 1.55639 -1.17591 -0.22817
C 0.23006 0.73670 -0.36090
N 0.47876 -0.64127 -0.15222
O 2.40555 -1.94308 -0.33085
O 1.09704 1.58264 -0.33652
O -2.35270 0.16416 0.44070
S -1.42567 1.26923 -0.37390
H -1.98943 0.00752 1.34185
*
```

What are the total energy values for these records? In order: -31045.6802 -124799.8769 -43624.3392 -8300.6232 -10273.1091 -20556.9994 eV.